Here is C26H18BrF4OOsPSe3Te as an isolated structure from OMol25. Energies are from ωB97M-V/def2-TZVPD.

Geometry as ORCA input:
```
! wB97M-V def2-TZVPD RIJCOSX def2/J DEFGRID3
* xyz 2 1
Os -0.26 -0.69 -0.20
F 0.17 -7.58 -1.17
C 0.11 -6.41 -0.58
C -0.18 -6.32 0.77
F -0.41 -7.41 1.47
C -0.23 -5.08 1.38
F -0.48 -5.04 2.69
C -0.03 -3.90 0.68
P -0.06 -2.25 1.47
C -1.49 -2.19 2.57
C -2.61 -3.00 2.36
C -3.70 -2.91 3.21
C -3.69 -1.99 4.25
C -2.60 -1.15 4.43
C -1.50 -1.25 3.60
C 1.42 -2.24 2.50
C 1.34 -2.73 3.81
C 2.49 -2.80 4.58
C 3.71 -2.41 4.06
C 3.79 -1.94 2.75
C 2.65 -1.86 1.97
C 0.29 -4.03 -0.67
Br 0.69 -2.49 -1.73
C 0.36 -5.25 -1.31
F 0.67 -5.34 -2.59
H -2.62 -3.72 1.55
H -4.55 -3.56 3.07
H -4.54 -1.92 4.92
H -2.59 -0.43 5.24
H -0.64 -0.60 3.76
H 0.40 -3.05 4.23
H 2.43 -3.18 5.59
H 4.60 -2.46 4.67
H 4.75 -1.65 2.34
H 2.72 -1.52 0.95
Se -2.34 -1.46 -0.84
Se -4.15 -0.49 0.27
Te -3.31 1.63 1.11
Se -0.87 1.34 0.86
C 3.92 0.74 -0.67
C 2.52 0.46 -1.11
O 1.70 0.16 -0.22
C 2.15 0.53 -2.52
C 3.13 0.35 -3.50
C 2.79 0.38 -4.84
C 1.47 0.61 -5.22
C 0.49 0.81 -4.25
C 0.83 0.77 -2.91
H 3.94 0.93 0.40
H 4.36 1.57 -1.22
H 4.53 -0.15 -0.88
H 4.16 0.16 -3.22
H 3.54 0.23 -5.60
H 1.21 0.65 -6.27
H -0.53 1.02 -4.55
H 0.07 1.01 -2.17
*
```

Relative energy (zero: lowest compared OMol25 entry of this formula, charge and spin) in kJ/mol: 17.3
Max |F| in eV/Å: 0.6
LUMO (spin up / spin down) in eV: -8.70 / -8.70
E in eV: -325288.5304
E_HOMO (spin up / spin down) in Ha: -0.5103 / -0.5102
HOMO-LUMO gap (spin up / spin down) in eV: 5.18 / 5.18

Atom charges from the natural (NBO) analysis, given in e for atoms 1 to 4:
1. Os -0.010
2. F -0.243
3. C 0.318
4. C 0.342

=====

Here is C26H18BrMgN4SSe2 as an isolated structure from OMol25. Energies are from ωB97M-V/def2-TZVPD.

Geometry as ORCA input:
```
! wB97M-V def2-TZVPD RIJCOSX def2/J DEFGRID3
* xyz -1 1
Mg 0.95 -1.94 0.73
Br 0.60 -4.67 1.34
C -0.96 -4.80 0.24
C -1.47 -6.05 0.10
C -2.62 -6.24 -0.70
C -3.20 -5.17 -1.31
C -2.67 -3.87 -1.17
C -3.26 -2.77 -1.84
C -2.72 -1.53 -1.74
C -1.57 -1.32 -0.93
C -0.94 -2.31 -0.21
C -1.51 -3.63 -0.37
H -1.01 -6.89 0.59
H -3.03 -7.24 -0.81
H -4.08 -5.30 -1.93
H -4.15 -2.95 -2.45
H -3.16 -0.70 -2.27
H -1.18 -0.30 -0.91
S 0.68 4.76 0.25
C 0.83 2.98 0.39
C -0.07 2.24 1.13
C 0.07 0.86 1.17
N 1.06 0.23 0.51
C 1.93 0.95 -0.19
C 1.86 2.33 -0.28
C -0.86 4.83 -0.65
C -0.88 4.60 -2.01
C -2.11 4.62 -2.67
N -3.27 4.86 -2.05
C -3.23 5.09 -0.74
C -2.06 5.09 0.01
H -0.88 2.71 1.67
H -0.61 0.25 1.74
H 2.69 0.40 -0.72
H 2.59 2.88 -0.86
H 0.03 4.39 -2.55
H -2.16 4.43 -3.73
H -4.18 5.28 -0.26
H -2.07 5.30 1.07
Se 2.88 -1.42 -3.44
C 2.55 -1.99 -1.79
N 2.33 -2.36 -0.70
Se 1.28 -1.45 3.49
C 2.72 -0.31 2.96
C 2.76 1.03 3.33
C 3.77 1.86 2.84
N 4.74 1.45 2.01
C 4.72 0.16 1.69
C 3.76 -0.75 2.13
H 2.00 1.44 3.98
H 3.79 2.91 3.11
H 5.51 -0.18 1.02
H 3.82 -1.78 1.82
*
```

Relative energy (zero: lowest compared OMol25 entry of this formula, charge and spin) in kJ/mol: 0.0
Max |F| in eV/Å: 0.7
LUMO in eV: 1.94
E in eV: -250234.4853
E_HOMO in Ha: -0.1815
HOMO-LUMO gap in eV: 6.88

Atom charges from the natural (NBO) analysis, given in e for atoms 1 to 4:
1. Mg 1.645
2. Br 0.037
3. C -0.020
4. C -0.274

=====

Here is C26H18BrN3O5SeTi as an isolated structure from OMol25. Energies are from ωB97M-V/def2-TZVPD.

Geometry as ORCA input:
```
! wB97M-V def2-TZVPD RIJCOSX def2/J DEFGRID3
* xyz 1 2
Ti 8.48 12.88 13.88
O 6.96 12.33 12.33
C 7.35 11.10 11.63
C 8.90 10.93 11.82
O 9.50 9.98 11.37
O 9.50 11.68 12.76
C 6.92 11.18 10.17
C 7.48 12.06 9.23
C 7.19 12.05 7.87
C 6.17 11.19 7.44
C 5.61 10.27 8.34
C 5.93 10.34 9.71
C 6.67 9.94 12.53
C 5.47 10.28 13.19
C 4.81 9.33 13.90
C 5.33 8.08 13.97
C 6.48 7.71 13.35
C 7.17 8.60 12.59
H 6.83 13.07 11.73
H 8.30 12.67 9.57
H 7.63 12.77 7.23
H 5.69 11.13 6.47
H 4.89 9.53 8.01
H 5.49 9.68 10.50
H 5.11 11.29 13.16
H 3.86 9.52 14.37
H 4.85 7.32 14.61
H 6.82 6.67 13.59
H 8.15 8.46 12.05
Se 6.45 10.96 16.57
N 7.58 10.30 17.69
C 8.81 10.65 17.34
C 10.14 10.31 17.91
C 11.19 10.84 17.23
C 11.10 11.66 16.07
N 9.94 11.97 15.56
C 8.82 11.35 16.07
N 7.71 11.61 15.52
H 10.27 9.71 18.80
H 12.14 10.73 17.75
H 12.02 12.00 15.59
Br 7.04 21.39 14.18
C 7.43 19.56 14.32
C 8.07 18.96 13.21
C 8.47 17.63 13.20
C 7.99 16.80 14.26
C 7.31 17.37 15.38
C 6.98 18.72 15.35
C 8.11 15.32 14.14
O 8.10 14.45 15.12
O 8.14 14.75 13.04
H 8.47 19.59 12.39
H 8.97 17.12 12.33
H 6.80 16.83 16.22
H 6.38 19.14 16.12
*
```

Relative energy (zero: lowest compared OMol25 entry of this formula, charge and spin) in kJ/mol: 37.6
⟨S²⟩: 0.752
Max |F| in eV/Å: 4.2
LUMO (spin up / spin down) in eV: -4.77 / -4.77
E in eV: -200461.7372
E_HOMO (spin up / spin down) in Ha: -0.4273 / -0.4274
HOMO-LUMO gap (spin up / spin down) in eV: 6.86 / 6.86

Atom charges from the natural (NBO) analysis, given in e for atoms 1 to 4:
1. Ti 1.696
2. O -0.738
3. C 0.141
4. C 0.764

=====

Here is C26H19BF4N8O2Pb as an isolated structure from OMol25. Energies are from ωB97M-V/def2-TZVPD.

Geometry as ORCA input:
```
! wB97M-V def2-TZVPD RIJCOSX def2/J DEFGRID3
* xyz 2 1
Pb 0.07 0.71 0.53
O 0.71 1.84 4.80
C 0.54 1.95 3.58
N -0.12 1.02 2.87
C -0.50 0.00 3.67
O -0.24 -0.01 4.88
C -1.36 -1.05 3.03
C -1.94 -2.04 3.80
C -2.79 -2.93 3.17
C -3.03 -2.79 1.81
C -2.39 -1.77 1.12
N -1.56 -0.91 1.72
C 1.04 3.14 2.82
C 1.57 4.22 3.49
C 2.00 5.31 2.74
C 1.86 5.25 1.36
C 1.31 4.12 0.78
N 0.91 3.07 1.49
H -1.74 -2.09 4.86
H -3.27 -3.72 3.73
H -3.71 -3.45 1.29
H -2.55 -1.62 0.06
H 1.64 4.21 4.57
H 2.43 6.17 3.22
H 2.18 6.08 0.74
H 1.20 4.05 -0.30
N 1.63 -3.91 -1.44
C 0.69 -3.18 -0.86
N 0.16 -2.10 -1.40
C 0.64 -1.72 -2.59
N 0.25 -0.52 -3.11
N -0.62 0.15 -2.44
C -1.61 0.83 -2.83
C -2.34 1.77 -1.97
C -3.36 2.51 -2.55
C -4.09 3.39 -1.77
C -3.77 3.50 -0.43
C -2.73 2.73 0.07
N -2.03 1.88 -0.67
C 1.57 -2.49 -3.34
C 1.96 -2.19 -4.66
C 2.85 -3.02 -5.30
C 3.40 -4.13 -4.63
C 3.04 -4.43 -3.34
C 2.10 -3.62 -2.70
H 2.07 -4.66 -0.92
H 0.35 -3.51 0.12
H -1.96 0.73 -3.86
H -3.57 2.40 -3.61
H -4.89 3.97 -2.20
H -4.31 4.17 0.23
H -2.47 2.79 1.12
H 1.55 -1.33 -5.16
H 3.14 -2.81 -6.32
H 4.11 -4.76 -5.15
H 3.47 -5.28 -2.83
F 2.38 -0.38 0.59
B 2.57 -1.21 1.77
F 3.10 -2.41 1.39
F 3.29 -0.52 2.70
F 1.22 -1.42 2.23
*
```

Relative energy (zero: lowest compared OMol25 entry of this formula, charge and spin) in kJ/mol: 111.4
Max |F| in eV/Å: 0.7
LUMO (spin up / spin down) in eV: -8.25 / -7.53
E in eV: -60071.4882
E_HOMO (spin up / spin down) in Ha: -0.5481 / -0.5319
HOMO-LUMO gap (spin up / spin down) in eV: 6.67 / 6.94

Atom charges from the natural (NBO) analysis, given in e for atoms 1 to 4:
1. Pb 1.560
2. O -0.281
3. C 0.642
4. N -0.766

=====

Please write out number 4 again, unchanged.
Here is C26H19BF4N8O2Pb as an isolated structure from OMol25. Energies are from ωB97M-V/def2-TZVPD.

Geometry as ORCA input:
```
! wB97M-V def2-TZVPD RIJCOSX def2/J DEFGRID3
* xyz 2 1
Pb 0.07 0.71 0.53
O 0.71 1.84 4.80
C 0.54 1.95 3.58
N -0.12 1.02 2.87
C -0.50 0.00 3.67
O -0.24 -0.01 4.88
C -1.36 -1.05 3.03
C -1.94 -2.04 3.80
C -2.79 -2.93 3.17
C -3.03 -2.79 1.81
C -2.39 -1.77 1.12
N -1.56 -0.91 1.72
C 1.04 3.14 2.82
C 1.57 4.22 3.49
C 2.00 5.31 2.74
C 1.86 5.25 1.36
C 1.31 4.12 0.78
N 0.91 3.07 1.49
H -1.74 -2.09 4.86
H -3.27 -3.72 3.73
H -3.71 -3.45 1.29
H -2.55 -1.62 0.06
H 1.64 4.21 4.57
H 2.43 6.17 3.22
H 2.18 6.08 0.74
H 1.20 4.05 -0.30
N 1.63 -3.91 -1.44
C 0.69 -3.18 -0.86
N 0.16 -2.10 -1.40
C 0.64 -1.72 -2.59
N 0.25 -0.52 -3.11
N -0.62 0.15 -2.44
C -1.61 0.83 -2.83
C -2.34 1.77 -1.97
C -3.36 2.51 -2.55
C -4.09 3.39 -1.77
C -3.77 3.50 -0.43
C -2.73 2.73 0.07
N -2.03 1.88 -0.67
C 1.57 -2.49 -3.34
C 1.96 -2.19 -4.66
C 2.85 -3.02 -5.30
C 3.40 -4.13 -4.63
C 3.04 -4.43 -3.34
C 2.10 -3.62 -2.70
H 2.07 -4.66 -0.92
H 0.35 -3.51 0.12
H -1.96 0.73 -3.86
H -3.57 2.40 -3.61
H -4.89 3.97 -2.20
H -4.31 4.17 0.23
H -2.47 2.79 1.12
H 1.55 -1.33 -5.16
H 3.14 -2.81 -6.32
H 4.11 -4.76 -5.15
H 3.47 -5.28 -2.83
F 2.38 -0.38 0.59
B 2.57 -1.21 1.77
F 3.10 -2.41 1.39
F 3.29 -0.52 2.70
F 1.22 -1.42 2.23
*
```

Relative energy (zero: lowest compared OMol25 entry of this formula, charge and spin) in kJ/mol: 111.4
Max |F| in eV/Å: 0.7
LUMO (spin up / spin down) in eV: -8.25 / -7.53
E in eV: -60071.4882
E_HOMO (spin up / spin down) in Ha: -0.5481 / -0.5319
HOMO-LUMO gap (spin up / spin down) in eV: 6.67 / 6.94

Atom charges from the natural (NBO) analysis, given in e for atoms 1 to 4:
1. Pb 1.560
2. O -0.281
3. C 0.642
4. N -0.766

=====

> Which value of E does entry 1 give?

-325288.5304 eV

=====

> Look up the relative energy (zero: lowest compared OMol25 entry of this formula, charge and spin) of the fourth one.

111.4 kJ/mol

=====

> Look up the E of the fourth one.

-60071.4882 eV